Entry from the Open Molecules 2025 dataset: a single C20H22N2O4 molecule (ωB97M-V with the def2-TZVPD basis set).

Results
LUMO energy in eV: 0.774
Electronic energy in hartree: -1185.827225
HOMO in eV: -8.28
Kohn-Sham gap in eV: 9.054

Each line ends with the Löwdin charge.
CARTESIAN COORDINATES (ANGSTROEM)
C  -3.985  -4.351  -0.084  -0.08
O  -3.051  -3.324  -0.308  -0.09
C  -3.305  -2.404  -1.281  -0.22
C  -4.437  -2.413  -2.089  -0.02
C  -4.614  -1.437  -3.055  -0.09
C  -3.669  -0.444  -3.231  -0.09
C  -2.538  -0.434  -2.432  -0.03
C  -2.342  -1.400  -1.457  -0.13
C  -1.111  -1.351  -0.595  -0.10
N  -1.085  -0.120  0.173  0.09
C  -0.360  0.004  1.299  -0.50
O  0.237  -0.915  1.820  0.07
C  -0.357  1.412  1.900  -0.06
C  0.119  2.473  0.900  -0.12
N  1.178  1.973  0.038  0.03
C  0.888  1.741  -1.263  -0.41
O  -0.201  1.975  -1.758  0.05
C  2.046  1.197  -2.083  -0.07
O  2.815  0.242  -1.393  -0.01
C  3.184  0.643  -0.138  -0.20
C  4.339  0.121  0.423  0.01
C  4.741  0.523  1.682  -0.04
C  4.011  1.466  2.392  -0.27
C  4.444  1.908  3.757  -0.05
C  2.844  1.970  1.834  0.02
C  2.406  1.553  0.585  -0.12
H  -3.574  -4.946  0.730  0.09
H  -4.959  -3.952  0.217  0.10
H  -4.107  -4.985  -0.969  0.10
H  -5.190  -3.176  -1.972  0.10
H  -5.501  -1.460  -3.672  0.10
H  -3.808  0.315  -3.984  0.10
H  -1.795  0.339  -2.566  0.10
H  -1.090  -2.184  0.109  0.12
H  -0.214  -1.410  -1.228  0.14
H  -1.467  0.693  -0.285  0.12
H  -1.364  1.660  2.240  0.12
H  0.301  1.373  2.769  0.11
H  0.466  3.367  1.425  0.12
H  -0.692  2.770  0.230  0.12
H  2.678  2.047  -2.393  0.15
H  1.654  0.707  -2.976  0.14
H  4.903  -0.602  -0.144  0.12
H  5.639  0.105  2.112  0.11
H  4.158  2.940  3.943  0.08
H  3.969  1.284  4.515  0.09
H  5.521  1.813  3.871  0.08
H  2.275  2.695  2.393  0.11

***

Entry from the Open Molecules 2025 dataset: a single C20H22N2O4S molecule (ωB97M-V with the def2-TZVPD basis set).

Results
LUMO energy in eV: 0.658
Electronic energy in hartree: -1583.978616
HOMO in eV: -7.91
Kohn-Sham gap in eV: 8.569

Each line ends with the Löwdin charge.
CARTESIAN COORDINATES (ANGSTROEM)
C  4.387  2.278  0.488  -0.07
C  4.135  2.438  -1.007  -0.23
O  3.122  1.570  -1.481  -0.06
C  3.354  0.237  -1.549  -0.22
C  4.596  -0.385  -1.480  -0.01
C  4.703  -1.756  -1.636  -0.08
C  3.584  -2.536  -1.863  -0.08
C  2.338  -1.937  -1.920  0.00
C  2.224  -0.570  -1.756  -0.16
N  0.950  0.053  -1.808  0.05
C  0.177  0.137  -2.935  -0.39
O  0.405  -0.361  -4.005  0.12
C  -1.026  0.986  -2.538  -0.02
N  -0.767  1.288  -1.158  -0.12
C  -1.687  1.967  -0.284  -0.13
C  -2.355  1.045  0.712  -0.24
C  -2.780  1.539  1.929  -0.05
C  -3.397  0.708  2.853  -0.01
C  -3.586  -0.635  2.579  -0.20
O  -4.168  -1.536  3.416  -0.06
C  -4.572  -1.097  4.689  -0.09
C  -3.149  -1.150  1.338  -0.19
O  -3.365  -2.479  1.144  -0.06
C  -2.877  -3.072  -0.032  -0.08
C  -2.550  -0.303  0.423  0.03
C  0.382  0.725  -0.735  -0.75
S  0.979  0.779  0.784  0.78
H  3.449  2.376  1.028  0.05
H  4.803  1.298  0.711  0.07
H  5.079  3.043  0.827  0.08
H  3.742  3.437  -1.215  0.12
H  5.059  2.304  -1.583  0.12
H  5.491  0.195  -1.319  0.11
H  5.678  -2.216  -1.583  0.11
H  3.677  -3.603  -1.989  0.10
H  1.448  -2.523  -2.093  0.12
H  -1.068  1.891  -3.157  0.14
H  -1.961  0.433  -2.682  0.14
H  -1.137  2.737  0.268  0.12
H  -2.437  2.457  -0.911  0.14
H  -2.629  2.580  2.172  0.11
H  -3.715  1.124  3.795  0.10
H  -3.728  -0.708  5.268  0.10
H  -4.976  -1.977  5.188  0.09
H  -5.352  -0.330  4.623  0.10
H  -3.368  -2.668  -0.925  0.10
H  -1.793  -2.950  -0.126  0.10
H  -3.113  -4.132  0.054  0.10
H  -2.209  -0.697  -0.521  0.10

***

Entry from the Open Molecules 2025 dataset: a single C20H22N2O5 molecule in a non-equilibrium geometry (ωB97M-V with the def2-TZVPD basis set).

Results
LUMO energy in eV: 0.687
Electronic energy in hartree: -1261.062539
HOMO in eV: -7.68
Kohn-Sham gap in eV: 8.368

Each line ends with the Löwdin charge.
CARTESIAN COORDINATES (ANGSTROEM)
C  -8.590  -1.374  2.116  -0.12
C  -8.260  -0.562  0.870  -0.28
C  -6.838  -0.007  0.921  -0.22
C  -6.502  0.817  -0.325  -0.12
C  -5.085  1.357  -0.229  -0.47
O  -4.833  2.503  0.071  0.07
N  -4.151  0.402  -0.489  0.14
C  -2.759  0.489  -0.425  -0.15
C  -2.072  1.649  -0.101  0.00
C  -0.691  1.652  -0.044  -0.03
C  0.027  0.492  -0.312  -0.21
N  1.423  0.545  -0.233  0.13
C  2.330  -0.464  -0.357  -0.42
O  2.048  -1.627  -0.568  0.08
C  3.747  -0.019  -0.181  -0.14
C  4.202  1.224  -0.607  -0.04
C  5.531  1.605  -0.451  0.02
C  6.377  0.704  0.150  -0.20
C  5.929  -0.553  0.567  -0.19
C  4.626  -0.941  0.403  0.08
O  6.973  -1.243  1.118  0.04
C  8.092  -0.388  1.037  -0.15
O  7.708  0.828  0.430  0.04
C  -0.650  -0.678  -0.649  0.05
C  -2.031  -0.685  -0.704  -0.20
O  -2.784  -1.788  -1.019  -0.09
C  -2.110  -2.990  -1.312  -0.07
H  -8.504  -0.756  3.007  0.07
H  -9.606  -1.760  2.063  0.07
H  -7.908  -2.215  2.217  0.07
H  -8.966  0.266  0.778  0.11
H  -8.371  -1.193  -0.015  0.11
H  -6.727  0.626  1.804  0.12
H  -6.132  -0.837  1.018  0.11
H  -6.613  0.203  -1.222  0.12
H  -7.183  1.666  -0.395  0.12
H  -4.474  -0.524  -0.736  0.14
H  -2.631  2.545  0.109  0.10
H  -0.170  2.563  0.214  0.11
H  1.787  1.455  0.015  0.13
H  3.531  1.908  -1.106  0.11
H  5.888  2.564  -0.788  0.12
H  4.271  -1.912  0.706  0.13
H  8.880  -0.867  0.434  0.14
H  8.480  -0.188  2.048  0.14
H  -0.076  -1.563  -0.853  0.09
H  -1.462  -2.881  -2.186  0.10
H  -2.890  -3.718  -1.527  0.09
H  -1.515  -3.333  -0.460  0.10

***

Entry from the Open Molecules 2025 dataset: a single C20H22N2O6S molecule in a non-equilibrium geometry (ωB97M-V with the def2-TZVPD basis set).

Results
LUMO energy in eV: 0.518
Electronic energy in hartree: -1734.452219
HOMO in eV: -8.12
Kohn-Sham gap in eV: 8.634

Each line ends with the Löwdin charge.
CARTESIAN COORDINATES (ANGSTROEM)
O  -2.179  0.630  -3.431  0.08
C  -2.461  0.876  -2.281  -0.47
C  -3.663  0.206  -1.593  -0.09
O  -3.555  0.121  -0.188  -0.05
C  -2.678  -0.777  0.346  -0.26
C  -2.735  -0.917  1.736  0.02
C  -1.889  -1.796  2.378  -0.05
C  -0.986  -2.536  1.635  -0.28
S  0.103  -3.657  2.501  0.68
O  -0.658  -4.415  3.450  -0.28
O  0.891  -4.374  1.535  -0.29
N  1.021  -2.537  3.366  -0.23
C  2.120  -1.973  2.590  -0.19
C  3.421  -2.345  3.326  -0.16
C  2.988  -3.457  4.282  -0.16
C  1.561  -3.034  4.622  -0.20
C  -0.917  -2.403  0.265  -0.04
C  -1.760  -1.520  -0.391  0.01
N  -1.827  1.744  -1.460  0.15
C  -0.704  2.543  -1.712  -0.21
C  -0.192  3.297  -0.658  -0.03
C  0.893  4.123  -0.860  0.00
C  1.496  4.204  -2.109  -0.21
C  1.008  3.416  -3.156  -0.19
C  -0.097  2.599  -2.958  0.08
O  1.588  3.419  -4.395  -0.02
C  2.867  4.012  -4.416  -0.15
C  2.855  5.320  -3.626  -0.15
O  2.551  5.066  -2.272  -0.03
H  -3.831  -0.775  -2.049  0.14
H  -4.546  0.827  -1.776  0.14
H  -3.456  -0.330  2.282  0.12
H  -1.920  -1.932  3.446  0.12
H  2.091  -2.403  1.588  0.11
H  1.988  -0.890  2.514  0.12
H  3.789  -1.488  3.891  0.11
H  4.197  -2.666  2.635  0.11
H  3.627  -3.536  5.158  0.11
H  2.967  -4.415  3.761  0.11
H  0.928  -3.843  4.981  0.11
H  1.556  -2.215  5.348  0.13
H  -0.204  -2.999  -0.282  0.12
H  -1.690  -1.420  -1.462  0.12
H  -2.200  1.819  -0.521  0.15
H  -0.652  3.244  0.318  0.11
H  1.292  4.726  -0.060  0.12
H  -0.464  2.012  -3.782  0.12
H  3.113  4.183  -5.465  0.13
H  3.604  3.329  -3.971  0.14
H  3.833  5.802  -3.639  0.13
H  2.103  5.995  -4.058  0.14

***

Entry from the Open Molecules 2025 dataset: a single C20H22N4O3S2 molecule (ωB97M-V with the def2-TZVPD basis set).

Results
LUMO energy in eV: 0.113
Electronic energy in hartree: -2016.493201
HOMO in eV: -8.24
Kohn-Sham gap in eV: 8.349

Each line ends with the Löwdin charge.
CARTESIAN COORDINATES (ANGSTROEM)
C  -5.756  -0.906  -2.672  -0.04
O  -5.302  -0.733  -1.338  -0.08
C  -6.240  -0.706  -0.394  -0.57
O  -7.418  -0.822  -0.602  0.11
C  -5.647  -0.483  0.979  -0.34
S  -4.006  -1.237  1.158  1.00
C  -2.996  0.110  0.679  -0.59
N  -3.565  1.290  0.473  0.07
C  -2.788  2.302  0.119  -0.19
N  -1.488  2.281  -0.055  0.14
C  -0.885  1.107  0.153  -0.23
C  -1.620  -0.038  0.534  -0.46
S  -0.637  -1.456  0.749  1.08
C  0.787  -0.528  0.318  -0.50
N  1.975  -1.082  0.247  0.13
C  3.013  -0.311  -0.076  -0.22
N  4.235  -0.940  -0.146  -0.08
C  5.067  -0.802  -1.329  -0.13
C  6.514  -1.113  -0.939  -0.19
O  6.625  -2.413  -0.414  -0.13
C  5.787  -2.576  0.709  -0.19
C  4.322  -2.294  0.370  -0.14
C  2.876  1.084  -0.262  -0.09
C  1.609  1.645  -0.241  -0.09
C  0.509  0.821  0.037  -0.11
C  1.476  3.107  -0.513  -0.12
C  2.452  3.942  0.334  -0.17
C  3.736  3.177  0.674  -0.18
C  4.021  2.051  -0.329  -0.14
H  -6.376  -0.059  -2.972  0.10
H  -4.864  -0.965  -3.291  0.09
H  -6.345  -1.821  -2.755  0.10
H  -5.498  0.591  1.128  0.08
H  -6.305  -0.894  1.742  0.09
H  -3.288  3.248  -0.041  0.11
H  4.987  0.198  -1.749  0.11
H  4.748  -1.529  -2.092  0.14
H  7.166  -1.079  -1.813  0.13
H  6.860  -0.377  -0.196  0.13
H  5.914  -3.609  1.036  0.13
H  6.109  -1.896  1.513  0.13
H  3.701  -2.372  1.261  0.12
H  3.965  -3.021  -0.371  0.13
H  1.708  3.260  -1.572  0.13
H  0.448  3.424  -0.347  0.09
H  1.959  4.240  1.259  0.11
H  2.693  4.853  -0.215  0.11
H  4.584  3.863  0.706  0.11
H  3.642  2.722  1.663  0.12
H  4.956  1.563  -0.056  0.11
H  4.121  2.475  -1.332  0.13